[1]
This record from the Open Molecules 2025 dataset describes 7 unconnected molecules or ions with the total composition C24H38Cl4O10 in a non-equilibrium geometry. The level of theory is the ωB97M-V functional and the def2-TZVPD basis.

```
! RIJCOSX wB97M-V def2-TZVPD def2/J DEFGRID3
* xyz 0 1
O 3.534 -3.518 -2.898
C 3.437 -2.328 -2.828
O 3.072 -1.696 -1.704
C 3.193 -0.246 -1.887
C 3.003 -0.088 -3.373
C 3.702 -1.321 -3.940
H 4.147 0.022 -1.431
H 2.416 0.210 -1.277
H 3.566 0.800 -3.700
H 2.030 0.158 -3.793
H 4.777 -1.156 -4.002
H 3.289 -1.674 -4.879
O 4.848 -3.486 4.852
C 4.918 -2.954 3.781
O 3.821 -2.518 3.167
C 4.105 -1.771 1.987
C 5.631 -1.820 1.782
C 6.143 -2.755 2.883
H 3.788 -0.731 2.019
H 3.590 -2.208 1.133
H 6.112 -0.846 1.746
H 5.781 -2.286 0.806
H 6.971 -2.342 3.449
H 6.307 -3.760 2.498
O -2.782 -1.330 -0.708
C -2.439 -2.476 -0.877
O -2.769 -3.454 -0.055
C -2.275 -4.706 -0.509
C -1.280 -4.408 -1.692
C -1.822 -3.021 -2.116
H -3.053 -5.351 -0.920
H -1.773 -5.246 0.289
H -1.435 -5.118 -2.497
H -0.260 -4.385 -1.322
H -2.608 -3.161 -2.861
H -1.057 -2.390 -2.564
O -1.222 2.440 -0.456
C -1.849 2.251 -1.465
O -1.490 1.288 -2.309
C -2.508 1.085 -3.296
C -3.713 1.984 -2.883
C -3.085 3.022 -1.932
H -2.919 0.087 -3.435
H -2.091 1.410 -4.248
H -4.479 1.405 -2.373
H -4.114 2.411 -3.800
H -3.652 3.310 -1.057
H -2.653 3.815 -2.544
O -5.975 2.967 -0.387
C -5.431 2.452 0.546
O -5.077 3.200 1.617
C -4.568 2.380 2.690
C -4.026 1.145 1.935
C -5.059 1.043 0.830
H -5.384 2.272 3.403
H -3.706 2.886 3.124
H -4.025 0.224 2.518
H -3.023 1.369 1.579
H -5.952 0.499 1.150
H -4.647 0.466 0.000
Cl 0.219 -2.209 1.338
C -0.417 -0.530 1.152
C 0.375 0.445 1.974
Cl 1.917 0.736 1.208
H -1.439 -0.689 1.499
H -0.544 -0.331 0.092
H 0.502 0.170 3.019
H -0.114 1.421 1.975
Cl 3.526 4.531 2.696
C 1.852 4.913 3.148
C 0.866 4.735 2.009
Cl 1.018 6.023 0.830
H 1.901 5.925 3.537
H 1.543 4.212 3.925
H -0.175 4.823 2.318
H 0.992 3.773 1.514
*
```

Computed properties:
Energy above the lowest of the compared OMol25 structures with the same formula, charge and spin, kJ/mol: 107.1
LUMO level, hartree: 0.0136
Frontier orbital gap, eV: 10.25
SMILES: O=C1CCCO1.O=C1CCCO1.O=C1CCCO1.O=C1CCCO1.O=C1CCCO1.ClCCCl.ClCCCl
Largest force on an atom, eV/A: 3.0
Electronic energy, eV: -96069.8767
HOMO level, eV: -9.882

Here is what Löwdin gives for the atomic charges, in e: number 1, O, carries 0.114; number 2, C, carries -0.512; number 3, O, carries 0.006; number 4, C, carries -0.142; number 5, C, carries -0.161; number 6, C, carries -0.065; number 7, H, carries 0.131; number 8, H, carries 0.062; number 9, H, carries 0.117; number 10, H, carries 0.116; number 11, H, carries 0.130; number 12, H, carries 0.124; number 13, O, carries 0.114; number 14, C, carries -0.501; number 15, O, carries 0.037; number 16, C, carries -0.182; number 17, C, carries -0.144; number 18, C, carries -0.058; number 19, H, carries 0.049; number 20, H, carries 0.106; number 21, H, carries 0.109; number 22, H, carries 0.106; number 23, H, carries 0.121; number 24, H, carries 0.128; number 25, O, carries 0.089; number 26, C, carries -0.535; number 27, O, carries 0.040; number 28, C, carries -0.142; number 29, C, carries -0.115; number 30, C, carries -0.075; number 31, H, carries 0.122; number 32, H, carries 0.123; number 33, H, carries 0.107; number 34, H, carries 0.106; number 35, H, carries 0.134; number 36, H, carries 0.125; number 37, O, carries 0.096; number 38, C, carries -0.497; number 39, O, carries 0.030; number 40, C, carries -0.142; number 41, C, carries -0.127; number 42, C, carries -0.038; number 43, H, carries 0.115; number 44, H, carries 0.119; number 45, H, carries 0.102; number 46, H, carries 0.112; number 47, H, carries 0.101; number 48, H, carries 0.136; number 49, O, carries 0.117; number 50, C, carries -0.510; number 51, O, carries 0.016; number 52, C, carries -0.129; number 53, C, carries -0.137; number 54, C, carries -0.084; number 55, H, carries 0.128; number 56, H, carries 0.120; number 57, H, carries 0.120; number 58, H, carries 0.101; number 59, H, carries 0.142; number 60, H, carries 0.109; number 61, Cl, carries 0.593; number 62, C, carries -0.633; number 63, C, carries -0.639; number 64, Cl, carries 0.669; number 65, H, carries 0.052; number 66, H, carries 0.055; number 67, H, carries 0.083; number 68, H, carries 0.053; number 69, Cl, carries 0.537; number 70, C, carries -0.668; number 71, C, carries -0.691; number 72, Cl, carries 0.565; number 73, H, carries 0.060; number 74, H, carries 0.071; number 75, H, carries 0.067; number 76, H, carries 0.043


[2]
This record from the Open Molecules 2025 dataset describes a molecular structure, C10H18Cl6Mg2O4 in a non-equilibrium geometry. The level of theory is the ωB97M-V functional and the def2-TZVPD basis.

```
! RIJCOSX wB97M-V def2-TZVPD def2/J DEFGRID3
* xyz 2 1
Mg 2.633 1.798 -0.069
Mg 0.871 -0.147 2.477
C -0.371 -0.669 -1.557
C 0.353 0.153 -0.553
O 1.168 1.042 -0.959
O 0.186 0.021 0.700
H -0.272 -1.730 -1.296
H 0.069 -0.509 -2.538
H -1.456 -0.576 -1.607
C 3.631 2.605 3.506
C 2.769 1.473 3.045
O 2.447 1.273 1.803
O 2.218 0.694 3.855
H 4.633 2.406 3.111
H 3.673 2.651 4.588
H 3.291 3.546 3.074
Cl -0.271 2.905 3.220
C -2.050 2.826 3.342
C -2.622 2.228 2.054
Cl -2.224 3.294 0.690
H -2.363 3.838 3.582
H -2.289 2.196 4.197
H -3.698 2.098 1.991
H -2.156 1.267 1.848
Cl -2.081 -4.244 -0.513
C -3.247 -2.981 -0.108
C -2.937 -2.346 1.241
Cl -3.931 -0.898 1.441
H -4.236 -3.431 -0.119
H -3.248 -2.200 -0.867
H -1.899 -2.021 1.284
H -3.187 -3.034 2.044
Cl 3.020 -1.971 -7.205
C 2.041 -2.352 -5.781
C 2.073 -1.227 -4.746
Cl 1.192 0.197 -5.431
H 2.595 -3.128 -5.243
H 1.039 -2.616 -6.094
H 3.096 -0.912 -4.561
H 1.540 -1.522 -3.846
*
```

Computed properties:
Energy above the lowest of the compared OMol25 structures with the same formula, charge and spin, kJ/mol: 0.0
LUMO level, hartree: -0.3340
Frontier orbital gap, eV: 5.28
Largest force on an atom, eV/A: 1.7
Electronic energy, eV: -104865.5918
HOMO level, eV: -14.369

Here is what natural (NBO) gives for the atomic charges, in e: number 1, Mg, carries 1.896; number 2, Mg, carries 1.846; number 3, C, carries -0.761; number 4, C, carries 0.892; number 5, O, carries -0.923; number 6, O, carries -0.941; number 7, H, carries 0.269; number 8, H, carries 0.265; number 9, H, carries 0.289; number 10, C, carries -0.738; number 11, C, carries 0.842; number 12, O, carries -1.044; number 13, O, carries -0.749; number 14, H, carries 0.263; number 15, H, carries 0.290; number 16, H, carries 0.259; number 17, Cl, carries -0.109; number 18, C, carries -0.372; number 19, C, carries -0.396; number 20, Cl, carries -0.048; number 21, H, carries 0.255; number 22, H, carries 0.237; number 23, H, carries 0.261; number 24, H, carries 0.201; number 25, Cl, carries -0.031; number 26, C, carries -0.401; number 27, C, carries -0.383; number 28, Cl, carries -0.051; number 29, H, carries 0.246; number 30, H, carries 0.213; number 31, H, carries 0.180; number 32, H, carries 0.239; number 33, Cl, carries -0.019; number 34, C, carries -0.402; number 35, C, carries -0.366; number 36, Cl, carries -0.078; number 37, H, carries 0.221; number 38, H, carries 0.236; number 39, H, carries 0.220; number 40, H, carries 0.193


Q: What is the frontier orbital gap in the second record?
A: 5.28 eV


Q: Which of these has the highest frontier orbital gap?
A: C24H38Cl4O10


Q: The lowest LUMO level belongs to which entry?
A: C10H18Cl6Mg2O4


Q: frontier orbital gap of number 2 (C10H18Cl6Mg2O4)?
A: 5.28 eV